No. 1
Below is a single C7H16O2 molecule at a distorted geometry, with properties calculated with wB97M-V/def2-TZVPD.

Calculated values
Largest force on an atom = 6.1 eV Å⁻¹
SMILES string = CCCC[C@H](CC)OO
Electronic energy = -11608.955 eV
LUMO level = 1.0 eV
HOMO-LUMO gap = 10.53 eV
Energy above the lowest of the compared OMol25 structures with the same formula, charge and spin = 510.9 kJ/mol

Last column: Mulliken charge in e.
CARTESIAN COORDINATES (ANGSTROEM)
H -1.5638 -0.1061 1.9860  0.303
H 0.4530 -1.8277 3.3218  0.287
H -0.6733 1.3526 -1.6911  0.322
H 1.7033 -0.4813 -1.2761  0.207
H -0.4933 0.1250 3.5180  0.279
H 0.9839 -0.4939 -3.0080  0.300
C -0.5602 -0.2192 2.4700  -0.321
C 0.5378 0.5238 1.5624  -0.170
H -1.0740 -2.3414 2.9297  0.416
O 2.2700 1.7648 -0.1087  -0.269
H 0.0216 -2.1943 1.6042  0.326
C -0.2968 -1.7493 2.5554  -1.255
H -0.8379 1.5528 0.5696  0.271
C 0.4040 1.3688 -1.6886  -0.686
H 0.1240 2.7243 1.6483  0.236
H 1.4046 0.7074 2.2264  0.235
H 0.8605 -0.2586 0.8464  0.052
O 2.9530 2.7236 0.8266  -0.391
H -0.1050 -0.8088 -1.5581  0.260
C 0.1529 1.8064 0.9175  -0.522
C 0.7430 -0.2128 -1.9006  -0.924
H 3.7255 2.3175 1.0590  0.295
H 0.8843 3.0633 -0.6427  0.352
C 0.8764 2.0088 -0.3417  0.007
H 0.7358 1.8837 -2.5962  0.392



No. 2
Below is a molecular structure, C16H23BrN4O6PSTc at a distorted geometry, with properties calculated with wB97M-V/def2-TZVPD.

Calculated values
Expectation value of S² = 3.771
Largest force on an atom = 4.4 eV Å⁻¹
Electronic energy = -127548.987 eV
LUMO level (spin up / spin down) = -10.2 / -11.0 eV
HOMO-LUMO gap (spin up / spin down) = 6.27 / 5.48 eV
Spin multiplicity = 4
Charge = +3
Energy above the lowest of the compared OMol25 structures with the same formula, charge and spin = 40.5 kJ/mol

Last column: Mulliken spin population.
CARTESIAN COORDINATES (ANGSTROEM)
H 0.0979 0.8925 2.4019  0.001
C -2.9313 2.4464 -0.3454  -0.001
C -2.3995 1.7331 -2.6568  -0.006
H 4.4737 -2.4172 1.1340  0.000
C 1.5089 2.5227 1.9430  -0.018
H -0.9288 -2.7812 -2.7409  0.003
C 0.8039 1.3733 1.7579  0.027
C 1.6435 1.2435 -0.4910  0.024
N -1.1373 -1.1600 -1.2456  0.083
C -3.6344 5.3023 -2.7878  0.000
H -0.0476 -4.0001 1.3324  0.006
C 2.1717 3.0732 0.8549  0.025
C -0.9455 -3.5095 -0.7361  0.008
H 3.8076 -0.7267 3.4176  0.001
C 1.9956 -4.3057 1.0552  0.002
C 2.3177 2.4432 -0.3816  -0.016
O -0.5770 -4.6601 -1.0466  0.008
S -2.3330 -0.2605 -0.5981  0.002
H 4.7775 -2.1339 3.2985  -0.001
N 0.8393 0.7778 0.5320  -0.074
H 0.5629 -5.5425 1.7687  0.000
C -3.2824 3.7213 -0.8790  0.001
H -2.5459 -2.7492 -2.0497  0.000
H -2.8631 3.2728 -4.1934  0.000
N 0.7395 -4.5403 1.7986  0.001
Tc -0.0373 -1.0740 0.4446  2.758
H 3.0946 -2.2044 3.5103  0.002
H 2.9031 2.8500 -1.1806  0.000
P 2.1620 -2.4900 1.0432  -0.008
H 1.6998 0.5437 -1.3768  0.005
H -2.7695 5.7393 -3.2462  0.000
O 1.1456 -1.8125 2.0679  0.057
O 1.6761 -2.0360 -0.3488  0.025
O -0.8659 -2.9956 0.4862  0.003
H 1.5461 3.1276 2.9201  0.000
H 3.7570 -0.7578 1.1696  0.000
O -3.5525 -0.9858 -0.7128  0.008
Br 3.0942 4.7108 1.1173  0.009
H 0.7492 -4.2208 2.7656  0.001
C 3.6893 -1.7771 1.5735  0.002
H 2.8553 -4.8066 1.5043  -0.001
H -1.8183 1.0292 -3.2370  0.000
H -3.9782 5.9535 -1.9780  0.000
H 1.8523 -4.7031 0.0668  0.001
N 3.8567 -1.7093 3.0189  0.003
C -2.8330 2.9968 -3.1178  0.001
C -2.5442 1.4551 -1.2655  0.016
H -3.1003 2.1774 0.7122  0.000
O -1.8344 -0.1316 0.8008  0.030
C -1.4687 -2.5626 -1.8022  0.013
H -3.7506 4.4707 -0.2674  0.000
C -3.2877 3.9874 -2.2426  0.000
H -4.3544 5.2105 -3.5687  0.000



No. 3
Below is a molecular structure, C41H40Br2F4N7O5SSiV at a distorted geometry, with properties calculated with wB97M-V/def2-TZVPD.

Calculated values
Expectation value of S² = 3.767
Largest force on an atom = 4.0 eV Å⁻¹
Electronic energy = -259193.338 eV
LUMO level (spin up / spin down) = 2.0 / 2.0 eV
HOMO-LUMO gap (spin up / spin down) = 5.09 / 7.09 eV
Spin multiplicity = 4
Charge = -1
Energy above the lowest of the compared OMol25 structures with the same formula, charge and spin = 331.2 kJ/mol

Last column: Mulliken spin population.
CARTESIAN COORDINATES (ANGSTROEM)
H -3.8534 1.8853 -1.5236  0.001
C 0.6336 3.2395 3.0482  0.001
H 2.4540 6.3168 -4.8892  0.000
O -0.6665 -3.7780 -1.8168  0.018
H 1.6000 5.9111 -3.3891  0.000
H -1.4951 5.9392 -4.4242  0.000
N 0.4919 3.5804 5.3259  0.000
C 3.8742 -4.0328 1.1035  0.082
H 1.8297 -2.3758 -4.3469  0.003
F 6.1942 -3.9349 0.6977  0.003
H -3.5160 -1.9114 2.9092  0.000
O -0.3072 -2.1580 6.4346  0.000
C -2.4425 -1.8308 1.0343  -0.014
H -1.0956 -2.7111 8.3295  0.000
H -1.1262 -3.9382 7.0077  0.000
H -1.5303 4.9832 -7.3131  0.000
H 1.1384 7.4205 -4.3395  0.000
H -3.2414 1.1833 0.0381  -0.003
O 2.0556 1.1150 1.4134  0.031
C 0.3631 -0.0444 5.7480  0.001
C -0.5089 -5.1329 -5.9514  -0.003
H -0.0853 0.2668 3.9248  0.000
H 0.7182 -4.8486 -7.7495  0.001
C 1.9862 -4.2878 -0.3950  0.081
V 0.0122 -2.0374 -0.5431  2.649
O 0.0593 -0.5350 4.5202  -0.002
Br 1.2366 1.2301 10.1911  0.000
H 0.5094 0.7889 -2.7533  -0.006
H -0.9909 -6.0838 -6.1612  0.000
C -1.3657 4.6444 -6.2411  0.000
H 0.0299 6.2529 4.6996  0.000
H -0.5178 2.1906 -2.9704  0.001
C 0.0097 -3.1232 -2.6598  0.015
C -3.5439 -2.0089 1.8215  0.010
N 1.2408 -0.7811 0.2241  -0.063
C 3.3294 -4.4823 -0.1331  -0.027
H -1.5659 -5.0758 -3.9507  0.002
H -0.9490 6.8212 -6.0187  0.000
H 3.1939 -3.0035 3.0444  0.000
C 0.2491 -0.9878 6.8022  0.000
H 0.4631 -3.4758 7.8497  0.000
H 0.2715 5.1684 0.3583  0.000
C -0.2346 1.3939 -2.3024  0.012
C 0.8148 4.2319 -5.5267  0.000
H 1.4816 -4.8485 -1.1761  -0.005
C 1.4579 6.3302 -4.4317  0.000
C 0.8495 0.6768 8.4272  0.000
C 1.6407 0.2191 0.7482  0.085
H 0.7201 2.9457 0.9229  0.000
C 1.3962 -3.6913 -6.0681  -0.003
Br 3.0981 -3.3984 -6.8468  0.000
C 0.4234 4.2311 4.0394  0.000
C 2.9917 -3.3495 1.9922  -0.027
C -4.7434 -2.4052 1.1825  0.008
H -2.4867 2.6452 -0.6578  0.001
H -0.0360 7.0044 2.0577  0.000
H -5.6651 -2.5866 1.7440  0.001
H -2.6752 -1.1753 -3.4515  -0.004
C -0.9029 5.8741 -5.3955  0.000
H 0.9652 2.7422 7.6885  0.000
F -1.1132 -1.8881 1.4111  0.014
C 0.4909 -4.5745 -6.6949  0.009
H -3.8994 0.0643 -3.1581  0.001
H -2.5000 0.4550 -4.1786  0.001
C 0.6199 -0.6381 8.1407  0.000
C 0.0663 -3.5748 -4.1492  -0.023
F 5.6159 -4.1848 2.8055  0.000
C -2.9547 1.6881 -0.8937  0.008
N 0.4985 5.5072 -5.1431  0.000
H -0.1916 2.8237 -6.6913  0.000
C -2.8141 -0.0704 -3.2838  0.012
C 0.5704 3.6448 1.7428  0.000
H -3.6996 -2.3436 -2.0516  0.001
H 0.7489 -1.4117 8.8383  0.000
C 0.7180 1.2665 6.1132  0.000
S 2.2845 3.3919 -5.2699  0.000
N 0.7191 1.9967 3.6443  -0.001
C 0.6913 2.3187 5.1010  0.000
C 0.0579 5.9718 2.4462  0.000
O 0.7817 -2.1782 -2.3090  -0.056
H 3.9514 -5.0398 -0.8839  0.001
C 0.2773 4.9729 1.4755  0.000
C -4.7936 -2.4941 -0.1834  -0.001
F 5.5443 -5.8739 1.3392  0.003
C -2.4906 -1.6569 -0.4029  -0.019
C 1.1757 -3.1227 -4.8392  0.006
N -1.4757 -0.9202 -0.9248  0.093
C 0.1392 5.5849 3.8173  0.000
H -2.3118 4.2038 -5.7933  0.000
N 1.2261 -3.5021 0.4080  0.012
C 5.2680 -4.5047 1.5092  0.000
C 0.9102 1.6733 7.4368  0.000
C -0.7763 -4.6407 -4.6665  0.010
C -0.5456 -3.1406 7.4699  0.000
N -0.2677 3.7044 -6.1484  0.000
Si -1.8053 0.5165 -1.7835  0.019
H 1.4673 1.5019 3.1626  0.000
H -5.7351 -2.7668 -0.6207  0.000
H 0.9915 -2.5223 2.2372  0.025
C 1.6500 -3.1505 1.6163  0.034
C -3.6525 -2.2412 -0.9863  0.006
H 0.3251 1.9563 -1.5614  0.000